Below is a structure of composition C53H70CsGeN6O2P3, with properties calculated with the ωB97M-V functional and the def2-TZVPD basis.

Last column: Mulliken spin population.
Geometry (Å):
Cs1 0.1784 0.4880 -2.5264  0.024
C1 -5.9250 0.8198 -0.3692  0.001
C2 -4.6851 0.2667 -1.0675  0.008
C3 -4.6754 -1.2582 -1.0472  -0.003
P1 -3.0085 0.9315 -0.5812  -0.014
C4 -2.9255 0.9821 1.2926  0.072
N1 -2.2645 -0.1057 1.9924  0.192
Ge1 -0.3658 -0.4280 1.8602  0.196
N2 0.6244 0.8373 2.9362  0.167
C5 1.5101 1.8469 2.3778  -0.051
P2 1.7168 1.8264 0.5406  0.106
C6 2.4378 3.5255 0.2436  0.033
C7 1.3713 4.4672 -0.3158  0.015
C8 3.1577 4.1985 1.4140  0.003
C9 3.1838 0.7515 0.1695  -0.048
C10 2.8374 -0.7053 0.4362  0.071
C11 4.5056 1.1235 0.8350  -0.001
C12 0.0309 1.1563 4.1477  -0.005
C13 0.2327 2.3390 4.8715  0.020
C14 -0.4869 2.5787 6.0351  -0.005
C15 -1.4164 1.6706 6.5132  0.009
C16 -1.5951 0.4695 5.8331  -0.008
C17 -0.8626 0.2183 4.6967  -0.006
N3 -0.9073 -1.0290 3.9729  -0.007
C18 -2.2272 -1.5893 3.8147  0.022
C19 -2.7606 -2.5742 4.6157  -0.015
C20 -4.0896 -2.9499 4.4401  0.015
C21 -4.8561 -2.3065 3.4801  -0.008
C22 -4.3086 -1.3372 2.6507  0.024
C23 -2.9577 -0.9892 2.7756  -0.034
C24 0.1188 -1.9646 4.3595  0.039
C25 0.5409 -2.1755 5.6522  -0.007
C26 1.5293 -3.1242 5.8991  0.014
C27 2.0665 -3.8303 4.8350  -0.008
C28 1.6568 -3.5969 3.5299  0.013
C29 0.6705 -2.6390 3.2672  -0.045
N4 0.1874 -2.2868 2.0230  0.175
C30 0.6414 -3.1152 0.9230  -0.010
P3 -0.2743 -2.7709 -0.6425  0.035
C31 0.6306 -3.9268 -1.7853  0.027
C32 1.9810 -3.3077 -2.1627  0.009
C33 0.8202 -5.3715 -1.3249  0.003
C34 -1.9236 -3.5675 -0.2886  -0.028
C35 -2.0018 -4.6239 0.8098  0.003
C36 -2.5435 -4.0673 -1.5940  0.003
C37 -3.2549 2.7622 -0.8789  0.001
C38 -1.9040 3.4257 -1.1492  0.011
C39 -3.9877 3.5722 0.1984  0.000
H1 -6.8127 0.2665 -0.6884  0.000
H2 -6.0919 1.8673 -0.6118  0.000
H3 -5.8616 0.7322 0.7180  0.000
H4 -4.7301 0.5657 -2.1224  0.001
H5 -4.5447 -1.6532 -0.0382  0.001
H6 -3.8624 -1.6426 -1.6596  0.003
H7 -5.6158 -1.6565 -1.4366  0.000
H8 -3.8964 1.1710 1.7562  0.003
H9 -2.3277 1.8859 1.4629  -0.022
H10 2.4759 1.8297 2.8980  0.000
H11 1.0785 2.8429 2.5433  -0.003
H12 3.1653 3.3430 -0.5555  0.010
H13 0.5768 4.6374 0.4163  -0.001
H14 0.9124 4.0698 -1.2211  -0.005
H15 1.8094 5.4383 -0.5590  0.001
H16 2.4462 4.5335 2.1721  0.000
H17 3.6810 5.0885 1.0557  0.000
H18 3.8882 3.5546 1.9004  0.000
H19 3.2907 0.8530 -0.9197  0.004
H20 2.6591 -0.8920 1.5013  -0.022
H21 3.6559 -1.3526 0.1111  -0.010
H22 1.9461 -0.9948 -0.1223  -0.018
H23 4.4367 1.0816 1.9254  0.001
H24 4.8482 2.1168 0.5477  0.002
H25 5.2783 0.4134 0.5301  -0.003
H26 0.9465 3.0737 4.5308  0.003
H27 -0.3176 3.5053 6.5700  -0.001
H28 -1.9856 1.8797 7.4085  0.001
H29 -2.3012 -0.2718 6.1866  0.000
H30 -2.1469 -3.0349 5.3801  -0.001
H31 -4.5207 -3.7223 5.0622  0.001
H32 -5.8992 -2.5722 3.3589  -0.001
H33 -4.9177 -0.8614 1.8952  0.003
H34 0.1089 -1.6009 6.4612  -0.001
H35 1.8714 -3.3003 6.9096  0.001
H36 2.8355 -4.5713 5.0163  -0.001
H37 2.1142 -4.1404 2.7153  0.003
H38 0.4831 -4.1629 1.1983  -0.005
H39 1.7138 -3.0027 0.7226  0.018
H40 0.0093 -3.9322 -2.6884  0.001
H41 2.6641 -3.3115 -1.3091  0.000
H42 1.9194 -2.2786 -2.5227  -0.003
H43 2.4527 -3.9005 -2.9502  0.000
H44 1.4097 -5.4259 -0.4072  0.000
H45 1.3655 -5.9318 -2.0888  0.000
H46 -0.1252 -5.8841 -1.1488  0.000
H47 -2.5180 -2.7130 0.0504  0.031
H48 -1.3970 -5.5045 0.5840  0.000
H49 -3.0383 -4.9552 0.9198  0.000
H50 -1.6842 -4.2231 1.7737  -0.004
H51 -2.0586 -4.9826 -1.9383  0.001
H52 -2.4614 -3.3314 -2.3971  -0.003
H53 -3.6041 -4.2858 -1.4503  0.000
H54 -3.8400 2.7958 -1.8047  0.000
H55 -1.2239 3.2715 -0.3059  0.003
H56 -2.0363 4.5044 -1.2704  0.000
H57 -1.4359 3.0543 -2.0600  0.000
H58 -3.3465 3.7366 1.0671  0.001
H59 -4.9120 3.1203 0.5518  0.000
H60 -4.2301 4.5589 -0.2043  0.000
O1 -1.2147 2.0900 -4.1275  0.000
C40 -0.9747 3.1929 -4.7326  0.000
C41 -2.0185 4.1590 -4.8567  0.000
C42 -1.8449 5.3828 -5.4608  0.000
C43 -0.6067 5.7348 -6.0025  0.000
C44 0.4212 4.8137 -5.9144  0.000
C45 0.2940 3.5613 -5.3054  0.000
C46 1.5204 2.7426 -5.3488  0.000
N5 1.7406 1.5912 -4.8498  0.000
N6 3.0136 1.0882 -5.1412  0.000
C47 3.4046 0.2088 -4.2505  0.000
O2 2.7919 -0.1152 -3.1808  0.005
C48 4.7089 -0.4693 -4.5546  0.000
C49 5.2414 -1.3441 -3.6127  0.000
C50 6.4369 -2.0081 -3.8551  0.000
C51 7.1135 -1.8036 -5.0485  0.000
C52 6.5859 -0.9311 -5.9939  0.000
C53 5.3951 -0.2681 -5.7514  0.000
H61 -2.9785 3.8745 -4.4399  0.000
H62 -2.6786 6.0758 -5.5188  0.000
H63 -0.4561 6.6926 -6.4834  0.000
H64 1.3896 5.0623 -6.3395  0.000
H65 2.3428 3.2085 -5.9065  0.000
H66 4.6866 -1.4885 -2.6946  0.000
H67 6.8416 -2.6872 -3.1136  0.000
H68 8.0454 -2.3208 -5.2430  0.000
H69 7.1094 -0.7713 -6.9294  0.000
H70 4.9678 0.4134 -6.4736  0.000

## Properties
Gap between HOMO and LUMO (spin up / spin down), eV: 5.48 / 4.66
Relative energy (zero: lowest compared OMol25 entry of this formula, charge and spin), kcal/mol: 0.00
Charge: -1
2S+1: 2
Maximum force, eV/Å: 0.7